A molecular structure, C29H30AlN6OS2. Source: the Open Molecules 2025 dataset; level of theory: ωB97M-V/def2-TZVPD.

Atoms and positions in Å:
Al 0.273 0.007 0.235
C 3.139 -1.083 -0.369
N 2.165 0.021 -0.324
C 2.575 1.217 -0.659
C 1.655 2.267 -0.535
C 1.681 3.646 -0.727
C 0.405 4.106 -0.398
C -0.344 2.990 -0.027
N 0.402 1.874 -0.107
C 3.918 -1.143 -1.660
C 5.305 -1.100 -1.661
C 6.012 -1.154 -2.857
C 5.332 -1.246 -4.059
C 3.942 -1.288 -4.067
C 3.242 -1.238 -2.875
H 2.578 -2.004 -0.227
H 3.824 -0.999 0.480
H 3.591 1.382 -1.008
H 2.523 4.229 -1.060
H 0.051 5.121 -0.426
H -1.376 2.942 0.282
H 5.839 -1.024 -0.721
H 7.092 -1.118 -2.846
H 5.879 -1.278 -4.991
H 3.408 -1.357 -5.005
H 2.157 -1.254 -2.885
S -2.068 0.000 0.149
C -2.037 -0.989 1.590
N -2.997 -1.802 1.971
N -4.006 -1.959 1.176
C -5.087 -2.808 1.505
C -6.091 -2.966 0.560
C -7.170 -3.785 0.850
C -7.242 -4.439 2.071
C -6.229 -4.268 3.007
C -5.144 -3.451 2.735
N -1.017 -0.971 2.509
N 0.042 -0.353 2.188
C 0.993 -0.206 3.254
C 0.654 -0.534 4.564
C 1.591 -0.365 5.567
C 2.853 0.142 5.279
C 3.173 0.490 3.977
C 2.243 0.321 2.962
H -4.014 -1.460 0.287
H -6.033 -2.449 -0.390
H -7.957 -3.909 0.119
H -8.086 -5.076 2.297
H -6.286 -4.770 3.963
H -4.359 -3.301 3.460
H -0.332 -0.911 4.787
H 1.330 -0.620 6.585
H 3.576 0.280 6.071
H 4.145 0.905 3.747
H 2.485 0.618 1.954
O 0.317 -1.814 -0.245
S -0.697 -2.965 -0.399
C 0.098 -4.012 -1.654
C 0.442 -5.340 -0.985
C 0.827 -5.000 0.451
C -0.289 -4.095 0.955
H 0.991 -3.448 -1.932
H -0.560 -4.088 -2.516
H 1.238 -5.842 -1.533
H -0.426 -6.001 -0.991
H 1.782 -4.471 0.480
H 0.919 -5.887 1.077
H -0.054 -3.467 1.813
H -1.206 -4.645 1.172

## Properties
* Kohn-Sham gap: 6.36 eV
* HOMO level: -10.18 eV
* energy above the lowest of the compared OMol25 structures with the same formula, charge and spin: 2.0 kcal/mol
* M: 569.7 u
* total charge: +1